{"formula": "C2H2S2", "method": "wB97M-V/def2-TZVPD", "e_homo_ev": -8.8, "energy_ha": -873.65095, "lumo_energy_ev": -0.61, "total_charge": 0, "orbital_gap_ev": 8.2, "de_lowest_ev": 2.361, "symbols": ["C", "C", "S", "S", "H", "H"], "xyz": [[1.41690, -2.00091, 0.03057], [-0.83257, 0.92821, -0.24545], [1.69002, -1.28176, 1.38124], [-0.89150, -0.28321, -1.24115], [-0.56659, 0.70386, 0.77611], [-0.81626, 1.93382, -0.70132]]}